[1]
{"formula": "C23H25CoN3O2S4", "method": "ωB97M-V with the def2-TZVPD basis set", "elements": ["Co", "O", "C", "C", "C", "C", "C", "C", "C", "N", "N", "C", "O", "C", "C", "C", "C", "C", "C", "H", "H", "H", "H", "H", "H", "H", "H", "H", "H", "C", "C", "S", "C", "C", "S", "C", "C", "S", "H", "H", "H", "H", "H", "H", "H", "H", "H", "H", "H", "H", "S", "C", "C", "N", "C", "H", "H", "H"], "xyz": [[-0.0402, 0.6386, -0.3847], [0.4910, 0.6549, -2.3260], [0.8228, -0.2419, -3.1618], [1.7448, 0.0603, -4.2033], [2.1192, -0.8881, -5.1111], [1.5849, -2.1886, -5.0651], [0.6689, -2.5126, -4.1005], [0.2776, -1.5766, -3.1268], [-0.6310, -1.9540, -2.1183], [-0.9441, -1.2306, -1.0796], [-1.7442, -1.7663, -0.1837], [-1.9367, -1.0648, 0.9286], [-1.3601, 0.0351, 1.1365], [-2.8473, -1.6875, 1.8955], [-3.4804, -0.9322, 2.8800], [-4.3902, -1.5410, 3.7242], [-4.6563, -2.8973, 3.6016], [-3.9905, -3.6604, 2.6536], [-3.0942, -3.0567, 1.7965], [2.1328, 1.0673, -4.2353], [2.8283, -0.6370, -5.8841], [1.8848, -2.9238, -5.7953], [0.2495, -3.5064, -4.0460], [-1.0860, -2.9410, -2.1984], [-3.2656, 0.1239, 2.9557], [-4.9037, -0.9624, 4.4771], [-5.3938, -3.3607, 4.2372], [-4.1777, -4.7208, 2.5792], [-2.5617, -3.6148, 1.0433], [1.8622, 0.3907, 2.8216], [1.7172, -0.9861, 2.2069], [1.7718, -1.1002, 0.3865], [3.4485, -0.5230, -0.0793], [3.7322, 0.9709, -0.0275], [2.3635, 1.9883, -0.7238], [2.3438, 3.3792, 0.4577], [1.9692, 3.0544, 1.9008], [0.7601, 1.6849, 2.1102], [2.8885, 0.7389, 2.7484], [1.6020, 0.3332, 3.8793], [0.7421, -1.4064, 2.4499], [2.4953, -1.6451, 2.5976], [3.5400, -0.8825, -1.1045], [4.1606, -1.0650, 0.5429], [4.6161, 1.1824, -0.6335], [3.9261, 1.3157, 0.9858], [1.6132, 4.0534, 0.0144], [3.3285, 3.8479, 0.4205], [1.4958, 3.9304, 2.3463], [2.8437, 2.8137, 2.5059], [-2.7449, 3.9479, -2.0995], [-3.0146, 3.7987, -0.4101], [-2.1568, 2.8949, 0.1273], [-1.2936, 2.3357, -0.7630], [-1.4946, 2.7912, -1.9659], [-3.7713, 4.3794, 0.0767], [-2.1195, 2.5900, 1.1557], [-0.9265, 2.4720, -2.8165]], "forces_ev_per_angstrom": [[0.410, -0.416, 0.333], [0.052, 0.133, -0.691], [-0.088, 0.219, 0.080], [0.208, -0.009, -0.249], [-0.014, 0.604, 0.252], [-0.575, -0.635, 0.308], [0.416, -0.236, -0.555], [-0.452, 0.336, 0.932], [0.079, -0.980, -0.962], [-0.011, 1.647, 1.574], [-0.080, -1.898, -1.753], [0.431, 1.022, 0.369], [-0.309, 0.076, 0.121], [-0.115, -0.057, 0.141], [0.128, -0.002, -0.107], [-0.045, 0.043, 0.058], [0.020, -0.014, -0.062], [-0.054, -0.025, 0.062], [0.077, 0.080, -0.022], [0.070, 0.077, -0.020], [0.097, 0.050, -0.090], [0.036, -0.050, -0.049], [-0.035, -0.109, -0.068], [-0.006, -0.023, 0.121], [-0.006, 0.071, 0.018], [-0.036, 0.073, 0.038], [-0.040, -0.051, 0.148], [-0.038, -0.074, -0.008], [-0.090, -0.127, -0.035], [-0.320, 0.308, -0.015], [0.038, -0.029, -0.447], [0.250, 0.147, 0.194], [-0.525, -0.120, 0.141], [-0.371, 0.392, -0.202], [0.418, 0.277, 0.445], [0.151, -0.419, -0.435], [-0.398, -0.329, 0.146], [0.534, 0.244, 0.112], [0.002, 0.058, -0.008], [0.122, -0.088, -0.008], [0.002, -0.116, 0.026], [-0.124, -0.020, 0.070], [0.075, -0.062, 0.005], [0.067, -0.043, -0.095], [-0.005, -0.052, 0.149], [-0.010, -0.031, -0.001], [0.036, 0.113, -0.001], [-0.136, 0.177, 0.025], [0.132, -0.005, 0.022], [-0.066, 0.038, -0.041], [0.337, -0.367, 0.448], [0.098, 0.004, -0.194], [-0.468, 0.417, 0.200], [0.366, -0.516, -0.264], [-0.258, 0.425, -0.366], [-0.156, 0.059, 0.170], [-0.002, -0.047, 0.218], [0.181, -0.136, -0.181]], "lowdin_charge": [0.471, -0.196, -0.334, 0.004, -0.048, -0.060, -0.029, -0.122, -0.045, -0.044, 0.101, -0.412, -0.118, -0.153, -0.013, -0.066, -0.064, -0.062, -0.023, 0.119, 0.115, 0.111, 0.119, 0.139, 0.115, 0.108, 0.109, 0.109, 0.106, -0.462, -0.473, 0.915, -0.461, -0.453, 0.902, -0.488, -0.473, 0.901, 0.063, 0.085, 0.073, 0.090, 0.076, 0.090, 0.085, 0.064, 0.072, 0.085, 0.077, 0.074, 1.079, -0.361, -0.227, -0.075, -0.442, 0.072, 0.100, 0.076], "total_charge": 1, "lumo_ev": [-2.738, -5.095], "multiplicity": 5, "gap_ev": [7.8, 5.7], "relative_energy_kj_mol": 0.0}

[2]
{"formula": "C14H33BrClNO3Ta", "method": "ωB97M-V with the def2-TZVPD basis set", "elements": ["C", "C", "C", "C", "N", "Ta", "Cl", "C", "O", "C", "C", "O", "C", "C", "O", "C", "C", "C", "Br", "C", "C", "H", "H", "H", "H", "H", "H", "H", "H", "H", "H", "H", "H", "H", "H", "H", "H", "H", "H", "H", "H", "H", "H", "H", "H", "H", "H", "H", "H", "H", "H", "H", "H", "H"], "xyz": [[-2.6635, 0.2028, 3.2044], [-3.3521, -1.0439, 2.5834], [-2.6664, -2.4019, 2.9336], [-1.6303, -2.7980, 1.8232], [-0.6251, -1.6982, 1.6829], [0.3699, -1.7272, -0.2524], [2.4116, -2.7796, 0.8313], [-1.4880, -0.9289, -1.3594], [-1.1516, -0.0418, -2.4327], [-2.2196, 0.8197, -2.7906], [-1.6088, 2.2499, -2.9571], [1.2250, 0.1993, 0.0008], [0.2869, 1.1994, 0.4158], [0.8713, 1.9343, 1.6635], [1.3767, 3.2351, 1.4084], [2.4395, 3.2163, 0.4720], [3.6325, 2.3020, 0.8610], [1.4007, -1.8976, -2.3462], [2.4823, -3.5525, -2.5841], [2.1752, -0.6108, -2.7569], [3.5780, -0.4576, -2.0805], [-1.6078, 0.3017, 2.9021], [-2.6849, 0.2160, 4.3101], [-3.1855, 1.0994, 2.8062], [-4.3733, -1.0867, 3.0232], [-3.4934, -0.8940, 1.4999], [-2.2308, -2.4265, 3.9482], [-3.4729, -3.1719, 2.9324], [-2.1208, -3.0274, 0.8643], [-1.1315, -3.7230, 2.1806], [0.1047, -1.9745, 2.3413], [-0.3092, -3.4531, -0.4797], [-2.1421, -0.4257, -0.6063], [-2.0627, -1.8166, -1.7256], [-2.6560, 0.4840, -3.7538], [-3.0344, 0.8557, -2.0450], [-0.6474, 2.1111, -3.4837], [-1.4286, 2.6728, -1.9570], [-2.2603, 2.9086, -3.5553], [-0.6989, 0.7873, 0.7092], [0.1761, 1.9258, -0.4139], [0.0336, 2.0709, 2.3798], [1.5871, 1.2606, 2.1726], [2.0807, 3.0115, -0.5599], [2.8282, 4.2560, 0.4364], [3.9493, 2.5459, 1.8950], [3.3055, 1.2496, 0.8369], [4.4914, 2.4755, 0.1872], [0.5548, -1.9921, -3.0621], [1.5586, 0.2916, -2.5942], [2.3204, -0.6586, -3.8621], [4.4090, -0.6521, -2.7808], [3.6327, 0.5417, -1.6179], [3.6645, -1.1843, -1.2486]], "forces_ev_per_angstrom": [[-0.050, 0.296, -0.620], [-0.061, 0.046, 1.475], [-0.733, -0.239, -1.573], [-0.104, 0.509, 1.697], [0.648, -1.847, -1.992], [1.495, 1.839, 1.205], [-0.864, 0.428, -0.374], [0.359, -0.998, 0.528], [-0.785, 0.071, 0.750], [0.357, 1.086, -0.752], [-0.192, -0.938, -0.093], [-2.056, -1.823, -0.199], [1.172, 0.348, 0.412], [-1.456, -0.439, 0.292], [0.388, -0.510, -0.161], [1.172, 0.730, -0.353], [-0.626, 0.131, 0.251], [-0.932, 0.618, 0.519], [-0.191, 0.445, -0.341], [0.785, -0.655, -0.823], [-0.726, -0.157, 0.440], [-0.437, -0.277, 0.040], [-0.202, -0.104, -0.482], [0.248, -0.288, 0.493], [0.395, 0.132, -0.338], [0.311, -0.284, 0.314], [0.031, 0.307, -0.459], [0.481, 0.252, 0.059], [-0.031, 0.205, 0.433], [-0.182, 0.262, -0.499], [0.061, 0.607, 0.063], [0.153, 0.588, -0.155], [0.361, -0.128, -0.376], [0.198, 0.545, 0.034], [0.096, 0.078, 0.346], [0.401, -0.256, -0.122], [-0.378, 0.262, 0.246], [0.016, 0.010, -0.443], [0.201, -0.182, 0.315], [0.408, 0.104, -0.294], [-0.243, -0.253, 0.401], [0.470, 0.186, -0.302], [-0.072, 0.359, -0.388], [0.093, -0.254, 0.534], [-0.361, -0.407, 0.093], [-0.123, -0.088, -0.481], [0.427, 0.335, -0.165], [-0.480, -0.183, 0.205], [0.522, -0.221, 0.340], [0.065, -0.625, 0.229], [0.008, 0.073, 0.506], [-0.372, 0.256, 0.305], [0.324, -0.311, -0.327], [0.017, 0.358, -0.415]], "lowdin_charge": [-0.134, -0.266, -0.218, -0.368, -0.247, 1.548, -0.183, -0.363, -0.275, -0.289, -0.074, -0.430, -0.289, -0.203, -0.156, -0.277, -0.083, -0.866, 0.450, -0.388, -0.151, 0.031, 0.067, 0.067, 0.091, 0.092, 0.102, 0.094, 0.061, 0.095, 0.004, -0.090, 0.041, 0.054, 0.111, 0.107, 0.075, 0.059, 0.064, 0.070, 0.103, 0.113, 0.123, 0.112, 0.113, 0.079, 0.054, 0.075, 0.012, 0.074, 0.088, 0.061, 0.046, 0.017], "total_charge": -1, "lumo_ev": 2.772, "gap_ev": 7.7}

[3]
{"formula": "C6H10N2", "method": "ωB97M-V with the def2-TZVPD basis set", "elements": ["C", "C", "C", "C", "C", "N", "C", "N", "H", "H", "H", "H", "H", "H", "H", "H", "H", "H"], "xyz": [[-2.1797, -0.0788, -0.3093], [-0.7759, -0.2552, 0.2547], [0.1917, -1.1554, -0.7475], [1.6347, -0.8505, -0.2451], [1.5031, 0.5170, 0.2147], [0.0951, 0.8926, 0.7905], [-0.0561, 2.2727, 0.9076], [-0.1733, 3.2653, 1.4508], [-2.6945, -1.0184, -0.3532], [-2.1527, 0.2705, -1.2518], [-2.5554, 0.7943, 0.3033], [-0.9161, -0.7657, 1.2989], [-0.0130, -2.2677, -0.5855], [0.1858, -1.2420, -1.7835], [1.8565, -1.5143, 0.6446], [2.0677, -0.9218, -1.1321], [2.2219, 0.5676, 1.0932], [1.7603, 1.4898, -0.5503]], "forces_ev_per_angstrom": [[1.130, 1.805, 3.501], [0.375, -1.845, 0.694], [-0.763, -1.851, 4.705], [-4.668, -1.360, 2.878], [1.665, 5.941, 1.570], [1.766, -0.361, -2.614], [-0.516, -5.013, -0.055], [-0.184, 2.638, 0.254], [-0.549, -0.240, 0.716], [0.265, 1.286, -3.492], [-0.768, -1.432, -0.460], [0.322, -0.025, -2.267], [-0.049, 1.272, 0.570], [-0.832, 1.594, -2.135], [0.356, 0.509, -1.558], [3.555, -0.632, -3.041], [-0.767, 0.860, -1.012], [-0.339, -3.146, 1.747]], "lowdin_charge": [-0.060, -0.269, -0.111, -0.209, -0.188, -0.064, -0.313, 0.131, 0.080, 0.027, 0.105, 0.162, 0.125, 0.075, 0.146, 0.062, 0.123, 0.178], "lumo_ev": 0.737, "gap_ev": 9.8, "relative_energy_kj_mol": 385.2}

no.,maximum force (eV/Å)
1,2.585
2,2.793
3,6.366